Record 1
Formula: C5H15N3O
Source: the Open Molecules 2025 dataset
Level of theory: wB97M-V/def2-TZVPD

Atoms and positions in Å:
C1 -1.55 -0.19 0.01
C2 -1.96 -1.55 0.48
O1 -0.51 1.63 -1.37
H1 -0.56 2.49 -0.92
H2 -1.69 -0.10 -1.06
H3 -2.04 0.62 0.53
H4 -3.00 -1.67 0.16
H5 -1.86 -1.68 1.56
H6 -1.42 -2.36 -0.03
C3 0.27 0.86 1.79
C4 1.14 -0.21 -1.98
N1 0.22 -0.07 0.67
C5 1.04 0.76 -0.84
N2 0.94 -1.27 0.99
N3 2.02 1.57 -0.68
H7 0.72 -2.00 0.32
H8 1.94 -1.09 0.85
H9 1.87 2.23 0.08
H10 -0.36 1.74 1.60
H11 1.29 1.25 1.92
H12 0.00 0.36 2.73
H13 2.00 -0.87 -1.83
H14 0.22 -0.79 -2.09
H15 1.30 0.33 -2.91

As for the gap between HOMO and LUMO: 8.618 eV. For the energy above the lowest of the compared OMol25 structures with the same formula, charge and spin, the calculation gives 5.851 eV.

---

Record 2
Formula: C2H4N2
Source: the Open Molecules 2025 dataset
Level of theory: wB97M-V/def2-TZVPD

Atoms and positions in Å:
C1 0.83 0.30 -0.36
N1 -0.22 -0.15 0.67
C2 -1.42 -0.27 0.19
N2 -2.51 -0.39 -0.17
H1 0.40 1.35 -0.73
H2 1.90 0.47 0.18
H3 0.90 -0.50 -1.21
H4 0.12 -0.81 1.44

As for the gap between HOMO and LUMO: 10.270 eV. For the energy above the lowest of the compared OMol25 structures with the same formula, charge and spin, the calculation gives 1.437 eV. As for the structure (SMILES): CNC#N.

---

Record 3
Formula: C18H29AuN10O2P
Source: the Open Molecules 2025 dataset
Level of theory: wB97M-V/def2-TZVPD

Atoms and positions in Å:
Au1 0.01 -0.23 0.32
C1 3.98 -4.10 0.94
N1 2.91 -3.15 1.30
C2 2.44 -2.96 2.56
C3 1.45 -2.02 2.48
N2 1.32 -1.64 1.18
C4 2.22 -2.34 0.47
P1 2.49 -2.34 -1.33
C5 2.73 -0.51 -1.60
N3 1.97 0.48 -1.09
C6 2.47 1.61 -1.57
C7 3.60 1.32 -2.43
N4 3.74 0.00 -2.43
C8 4.77 -0.77 -3.15
C9 0.77 -2.40 -1.90
N5 -0.25 -1.68 -1.42
C10 -1.35 -2.02 -2.14
C11 -0.99 -2.97 -3.07
N6 0.34 -3.19 -2.92
C12 1.14 -4.15 -3.69
H1 4.34 -4.58 1.84
H2 3.59 -4.86 0.27
H3 4.80 -3.57 0.47
H4 2.82 -3.51 3.41
H5 0.84 -1.61 3.26
H6 2.03 2.57 -1.35
H7 4.25 1.98 -2.98
H8 5.43 -0.07 -3.67
H9 5.35 -1.36 -2.45
H10 4.30 -1.42 -3.88
H11 -2.31 -1.58 -1.95
H12 -1.58 -3.48 -3.81
H13 0.48 -4.68 -4.37
H14 1.90 -3.64 -4.27
H15 1.60 -4.88 -3.03
N7 -0.77 0.99 2.14
C13 -1.27 2.29 1.64
C14 -2.30 2.97 2.53
C15 -2.31 4.48 2.29
C16 -3.69 5.12 2.40
N8 -4.54 4.58 1.34
C17 -5.72 3.98 1.46
N9 -6.17 3.22 0.47
N10 -6.44 4.10 2.58
C18 -1.84 2.10 0.23
O1 -2.75 2.82 -0.15
O2 -1.28 1.18 -0.50
H16 -1.51 0.45 2.58
H17 -0.01 1.09 2.80
H18 -0.40 2.94 1.51
H19 -2.07 2.77 3.59
H20 -3.27 2.54 2.32
H21 -1.95 4.69 1.28
H22 -1.64 4.99 2.98
H23 -3.60 6.20 2.28
H24 -4.14 4.93 3.38
H25 -4.08 4.47 0.45
H26 -5.62 3.09 -0.36
H27 -7.12 2.90 0.45
H28 -6.23 4.82 3.25
H29 -7.35 3.68 2.65

As for the multiplicity: 3. As for the gap between HOMO and LUMO (alpha / beta): 7.557 / 4.871 eV. Its charge is +3.

---

Record 4
Formula: C3H9N3S2
Source: the Open Molecules 2025 dataset
Level of theory: wB97M-V/def2-TZVPD

Atoms and positions in Å:
H1 0.37 -2.62 0.05
N1 0.50 -2.08 0.89
C1 0.56 -0.83 0.64
N2 0.90 0.03 1.66
N3 0.30 1.29 1.86
C2 0.34 -0.24 -0.74
S1 1.78 0.85 -1.13
C3 -0.98 0.51 -0.96
S2 -2.36 -0.47 -0.30
H2 1.03 -0.43 2.55
H3 -0.74 1.27 1.69
H4 0.71 1.98 1.24
H5 0.36 -1.07 -1.42
H6 1.42 1.13 -2.38
H7 -1.13 0.68 -2.04
H8 -0.97 1.50 -0.47
H9 -3.33 0.23 -0.85

As for the gap between HOMO and LUMO: 9.838 eV. For the energy above the lowest of the compared OMol25 structures with the same formula, charge and spin, the calculation gives 0.274 eV. As for the structure (SMILES): [H]/N=C(/NN)[C@H](S)CS.

---

Record 5
Formula: C5H7NO2
Source: the Open Molecules 2025 dataset
Level of theory: wB97M-V/def2-TZVPD

Atoms and positions in Å:
N1 -1.99 -0.25 -0.03
C1 -0.67 -0.39 -0.60
C2 0.34 -1.32 0.01
O1 1.57 -0.91 -0.57
C3 1.47 0.52 -0.24
C4 0.57 0.57 1.02
O2 0.30 -0.83 1.35
C5 0.11 0.83 -0.36
H1 -1.99 -0.01 1.01
H2 -2.37 0.65 -0.48
H3 -0.70 -0.65 -1.68
H4 0.16 -2.32 -0.16
H5 2.42 1.03 -0.38
H6 0.75 1.17 1.83
H7 0.01 1.88 -0.72

As for the gap between HOMO and LUMO: 10.049 eV. For the energy above the lowest of the compared OMol25 structures with the same formula, charge and spin, the calculation gives 3.046 eV. As for the structure (SMILES): N[C@@H]1[C@H]2O[C@@H]3[C@H](O2)[C@H]13.

---

Record 6
Formula: C16H7F3N2OsS6
Source: the Open Molecules 2025 dataset
Level of theory: wB97M-V/def2-TZVPD

Atoms and positions in Å:
Os1 0.78 0.81 0.11
S1 6.07 5.22 -2.07
C1 4.88 4.26 -1.51
S2 3.19 4.55 -1.80
C2 2.59 3.15 -0.95
C3 3.51 2.33 -0.40
S3 3.09 0.86 0.41
S4 5.18 2.81 -0.60
S5 0.90 2.79 -0.85
F1 -2.75 2.05 3.80
C4 -3.20 0.89 3.30
F2 -2.58 -0.10 3.96
F3 -4.51 0.80 3.57
C5 -2.95 0.79 1.82
C6 -3.97 0.65 0.90
C7 -3.68 0.57 -0.45
C8 -2.36 0.62 -0.86
N1 -1.38 0.76 0.03
C9 -1.65 0.85 1.34
S6 -0.08 1.04 2.15
H1 -5.00 0.60 1.25
H2 -4.47 0.46 -1.19
H3 -2.07 0.56 -1.90
N2 1.00 -6.42 -1.63
C10 0.96 -5.30 -1.37
C11 0.90 -3.90 -1.03
C12 0.39 -2.99 -1.95
C13 0.33 -1.65 -1.61
C14 0.79 -1.19 -0.37
C15 1.32 -2.12 0.53
C16 1.36 -3.47 0.21
H4 0.04 -3.33 -2.91
H5 -0.09 -0.95 -2.33
H6 1.70 -1.80 1.49
H7 1.76 -4.18 0.92

As for the gap between HOMO and LUMO (alpha / beta): 5.585 / 5.584 eV. For the energy above the lowest of the compared OMol25 structures with the same formula, charge and spin, the calculation gives 0.000 eV.

---

Record 7
Formula: C76H204N8O44
Source: the Open Molecules 2025 dataset
Level of theory: wB97M-V/def2-TZVPD

Atoms and positions in Å:
C1 -6.30 1.70 -3.38
O1 -5.36 1.23 -2.44
C2 -4.14 0.67 -2.92
C3 -3.28 -0.16 -1.99
N1 -3.92 -1.43 -1.65
C4 -3.25 -2.15 -0.59
C5 -3.57 -1.65 0.80
O2 -3.29 -2.67 1.79
C6 -3.22 -2.05 3.09
H1 -6.27 1.18 -4.34
H2 -6.13 2.77 -3.51
H3 -7.32 1.53 -3.05
H4 -3.56 1.51 -3.28
H5 -4.25 0.19 -3.90
H6 -3.03 0.50 -1.16
H7 -2.40 -0.31 -2.61
H8 -4.91 -1.26 -1.54
H9 -2.19 -1.95 -0.79
H10 -3.41 -3.23 -0.67
H11 -4.66 -1.68 0.89
H12 -3.23 -0.65 1.07
H13 -2.30 -1.47 3.11
H14 -3.13 -2.87 3.81
H15 -4.02 -1.39 3.43
C7 2.87 5.42 -10.82
O3 3.19 4.60 -9.71
C8 2.20 4.45 -8.75
C9 2.62 3.43 -7.64
N2 1.58 3.23 -6.64
C10 0.53 2.36 -7.11
C11 -0.65 2.15 -6.10
O4 -1.34 3.43 -5.84
C12 -2.31 3.36 -4.78
H16 3.55 5.40 -11.68
H17 2.84 6.43 -10.42
H18 1.89 5.13 -11.18
H19 1.25 4.23 -9.24
H20 2.16 5.46 -8.34
H21 3.51 3.86 -7.16
H22 2.90 2.47 -8.08
H23 1.11 4.12 -6.53
H24 0.91 1.37 -7.36
H25 0.07 2.76 -8.02
H26 -0.28 1.72 -5.17
H27 -1.40 1.43 -6.43
H28 -1.83 3.18 -3.82
H29 -3.12 2.69 -5.09
H30 -2.84 4.28 -4.54
C13 -1.62 1.29 2.13
O5 -0.85 0.29 1.38
C14 0.28 -0.09 2.12
C15 1.08 -1.18 1.38
N3 0.23 -2.40 1.50
C16 0.80 -3.55 0.80
C17 0.32 -3.59 -0.66
O6 0.66 -2.39 -1.38
C18 0.26 -2.50 -2.77
H31 -1.96 0.95 3.11
H32 -2.50 1.35 1.49
H33 -1.03 2.20 2.15
H34 0.06 -0.46 3.12
H35 0.97 0.73 2.29
H36 2.07 -1.29 1.83
H37 1.11 -0.82 0.36
H38 -0.68 -2.17 1.13
H39 0.51 -4.50 1.23
H40 1.89 -3.47 0.90
H41 -0.76 -3.74 -0.66
H42 0.62 -4.48 -1.21
H43 0.80 -3.34 -3.20
H44 0.54 -1.59 -3.31
H45 -0.78 -2.69 -3.02
C19 -8.09 8.74 2.30
O7 -6.79 8.30 2.69
C20 -6.70 6.87 2.81
C21 -7.05 6.11 1.51
N4 -6.87 4.63 1.73
C22 -7.13 3.99 0.41
C23 -6.58 2.49 0.37
O8 -7.06 1.87 1.54
C24 -6.38 0.72 1.82
H46 -8.87 8.06 2.64
H47 -8.24 8.77 1.22
H48 -8.41 9.71 2.66
H49 -7.35 6.65 3.65
H50 -5.70 6.57 3.12
H51 -6.42 6.48 0.70
H52 -8.09 6.33 1.26
H53 -7.68 4.42 2.29
H54 -6.55 4.50 -0.36
H55 -8.17 4.05 0.10
H56 -5.51 2.57 0.17
H57 -6.94 1.98 -0.52
H58 -5.30 0.82 1.88
H59 -6.54 -0.07 1.08
H60 -6.76 0.32 2.76
C25 3.91 0.41 4.37
O9 4.79 1.51 4.29
C26 4.70 2.43 5.44
C27 5.79 3.54 5.33
N5 5.64 4.44 6.47
C28 6.55 5.59 6.58
C29 7.90 5.15 7.08
O10 8.79 6.25 7.32
C30 10.10 5.85 7.71
H61 2.87 0.65 4.12
H62 3.95 -0.09 5.33
H63 4.27 -0.24 3.57
H64 4.80 1.89 6.38
H65 3.69 2.84 5.36
H66 5.57 4.10 4.42
H67 6.72 2.98 5.29
H68 4.65 4.58 6.61
H69 6.09 6.33 7.24
H70 6.76 6.04 5.61
H71 8.34 4.57 6.27
H72 7.91 4.43 7.90
H73 10.63 5.21 7.01
H74 10.05 5.31 8.66
H75 10.68 6.76 7.80
C31 0.71 -0.36 6.44
O11 -0.04 0.84 6.41
C32 0.81 2.01 6.16
C33 -0.06 3.24 5.98
N6 -0.88 3.43 7.21
C34 -1.38 4.79 7.28
C35 -2.35 5.01 8.47
O12 -3.00 6.24 8.40
C36 -4.23 6.31 9.12
H76 1.73 -0.16 6.75
H77 0.69 -0.87 5.48
H78 0.28 -1.07 7.15
H79 1.32 1.84 5.21
H80 1.53 2.25 6.94
H81 -0.76 3.05 5.17
H82 0.59 4.06 5.68
H83 -1.58 2.72 7.37
H84 -1.78 5.12 6.32
H85 -0.53 5.44 7.46
H86 -1.79 4.92 9.40
H87 -2.98 4.11 8.44
H88 -4.19 6.08 10.18
H89 -4.92 5.64 8.61
H90 -4.69 7.30 9.04
C37 4.82 -6.16 -6.82
O13 4.11 -7.40 -6.92
C38 4.07 -8.24 -5.73
C39 3.49 -7.53 -4.54
N7 2.08 -7.47 -4.78
C40 1.42 -6.77 -3.71
C41 -0.02 -7.22 -3.57
O14 -0.70 -6.49 -2.51
C42 -2.10 -6.90 -2.31
H91 4.11 -5.39 -6.54
H92 5.30 -5.96 -7.78
H93 5.53 -6.27 -5.99
H94 5.12 -8.48 -5.54
H95 3.56 -9.19 -5.90
H96 3.95 -6.54 -4.48
H97 3.78 -8.11 -3.67
H98 1.92 -6.91 -5.60
H99 1.50 -5.69 -3.83
H100 1.96 -6.91 -2.77
H101 -0.14 -8.26 -3.27
H102 -0.61 -7.00 -4.46
H103 -2.51 -6.16 -1.62
H104 -2.11 -7.80 -1.69
H105 -2.73 -7.03 -3.18
C43 1.19 -7.66 0.84
O15 1.76 -6.58 0.06
C44 3.14 -6.60 -0.18
C45 4.08 -6.54 1.10
N8 3.87 -5.26 1.82
C46 4.59 -5.32 3.10
C47 4.44 -4.05 3.91
O16 3.32 -4.21 4.75
C48 3.07 -3.01 5.47
H106 1.13 -8.61 0.31
H107 0.18 -7.34 1.09
H108 1.71 -7.72 1.80
H109 3.34 -5.70 -0.78
H110 3.37 -7.53 -0.69
H111 5.04 -6.81 0.68
H112 3.88 -7.46 1.67
H113 2.90 -5.28 2.07
H114 5.62 -5.58 2.85
H115 4.15 -6.13 3.69
H116 4.32 -3.12 3.35
H117 5.33 -3.85 4.50
H118 2.36 -2.49 4.83
H119 3.91 -2.42 5.85
H120 2.56 -3.38 6.37
C49 4.26 -1.25 -0.99
C50 4.41 -2.80 -0.74
O17 4.99 -2.99 0.51
O18 3.27 -0.98 -2.01
H121 5.19 -0.73 -1.20
H122 3.87 -0.76 -0.10
H123 5.09 -3.17 -1.50
H124 3.45 -3.28 -0.95
H125 4.63 -3.81 0.87
H126 2.38 -1.22 -1.73
C51 -4.43 3.95 4.65
C52 -3.84 4.31 3.28
O19 -4.31 3.45 2.26
O20 -5.79 4.20 4.59
H127 -4.18 4.49 5.56
H128 -4.17 2.92 4.91
H129 -2.75 4.30 3.26
H130 -4.04 5.34 2.97
H131 -5.22 3.66 2.06
H132 -5.99 4.22 3.65
C53 -2.95 5.06 -0.24
C54 -3.15 5.61 -1.67
O21 -4.28 4.93 -2.15
O22 -2.67 3.73 -0.15
H133 -3.77 5.24 0.46
H134 -2.11 5.57 0.24
H135 -2.33 5.33 -2.34
H136 -3.18 6.70 -1.69
H137 -4.25 4.00 -1.91
H138 -3.05 3.44 0.68
C55 -0.52 6.35 2.73
C56 0.41 7.49 2.23
O23 0.89 8.16 3.43
O24 -1.87 6.74 3.11
H139 -0.04 5.79 3.52
H140 -0.83 5.67 1.93
H141 -0.22 8.10 1.57
H142 1.26 7.02 1.74
H143 0.09 8.26 3.95
H144 -1.88 7.29 3.89
C57 -4.47 -6.02 2.41
C58 -4.03 -6.28 0.96
O25 -4.06 -7.65 0.51
O26 -5.83 -6.45 2.56
H145 -4.35 -4.96 2.65
H146 -3.73 -6.47 3.07
H147 -2.98 -6.02 0.99
H148 -4.65 -5.77 0.22
H149 -4.66 -7.63 -0.24
H150 -6.32 -5.83 2.02
C59 0.50 3.15 -1.72
C60 0.73 1.65 -1.75
O27 -0.47 1.00 -1.89
O28 0.17 3.68 -0.51
H151 -0.24 3.41 -2.47
H152 1.36 3.71 -2.10
H153 1.31 1.29 -0.90
H154 1.41 1.38 -2.55
H155 -0.85 0.92 -1.01
H156 -0.75 3.52 -0.29
C61 -0.58 -1.46 -7.27
C62 0.86 -1.47 -6.63
O29 1.15 -2.70 -5.93
O30 -1.66 -0.96 -6.40
H157 -0.80 -2.43 -7.73
H158 -0.64 -0.80 -8.14
H159 0.97 -0.65 -5.92
H160 1.54 -1.32 -7.47
H161 2.02 -2.67 -5.51
H162 -1.91 -1.59 -5.71
C63 1.22 -6.84 -8.64
C64 1.00 -5.29 -8.34
O31 1.50 -4.99 -7.02
O32 2.56 -7.12 -9.18
H163 0.40 -7.19 -9.27
H164 1.08 -7.43 -7.74
H165 -0.05 -5.02 -8.34
H166 1.48 -4.64 -9.07
H167 1.28 -4.10 -6.75
H168 3.12 -7.13 -8.40
C65 -3.50 -4.66 -5.38
C66 -3.30 -3.97 -4.07
O33 -3.20 -2.55 -4.22
O34 -4.81 -5.16 -5.60
H169 -2.86 -5.54 -5.41
H170 -3.15 -4.14 -6.27
H171 -2.37 -4.25 -3.58
H172 -4.16 -4.21 -3.44
H173 -3.35 -2.18 -3.35
H174 -5.06 -5.95 -5.11
C67 3.05 3.56 2.10
C68 3.90 2.67 1.18
O35 4.22 3.27 -0.07
O36 1.64 3.51 1.80
H175 3.33 4.61 2.11
H176 3.24 3.22 3.11
H177 3.37 1.73 1.04
H178 4.76 2.36 1.77
H179 4.49 2.55 -0.65
H180 1.39 3.55 0.87
C69 5.04 2.33 -3.39
C70 3.92 2.98 -4.18
O37 3.03 1.91 -4.68
O38 4.52 1.63 -2.23
H181 5.78 3.10 -3.19
H182 5.52 1.63 -4.07
H183 4.35 3.49 -5.04
H184 3.32 3.69 -3.60
H185 2.58 2.28 -5.44
H186 3.87 1.00 -2.54
C71 5.12 -1.90 -5.44
C72 5.10 -0.53 -6.16
O39 6.31 -0.23 -6.77
O40 3.90 -2.22 -4.85
H187 5.92 -1.91 -4.70
H188 5.51 -2.70 -6.07
H189 4.75 0.20 -5.44
H190 4.32 -0.43 -6.91
H191 6.41 0.72 -6.81
H192 3.91 -1.88 -3.95
C73 -3.03 -0.62 7.01
C74 -3.11 0.64 6.24
O41 -3.14 1.73 7.15
O42 -4.20 -0.81 7.85
H193 -2.14 -0.56 7.63
H194 -3.08 -1.45 6.30
H195 -4.08 0.72 5.74
H196 -2.31 0.72 5.49
H197 -3.88 1.56 7.75
H198 -4.05 -0.66 8.78
C75 -0.85 -4.50 3.85
C76 0.08 -5.67 4.15
O43 1.37 -5.59 3.45
O44 -0.20 -3.26 4.07
H199 -1.72 -4.64 4.49
H200 -1.20 -4.66 2.83
H201 -0.54 -6.53 3.90
H202 0.31 -5.75 5.21
H203 2.02 -5.11 3.97
H204 0.09 -3.04 3.18

As for the gap between HOMO and LUMO: 8.409 eV. For the energy above the lowest of the compared OMol25 structures with the same formula, charge and spin, the calculation gives 0.000 eV.

---

Q: What is the formula in the first record?
A: C5H15N3O